(1)
{
  "formula": "C20H23NO2",
  "method": "the ωB97M-V functional and the def2-TZVPD basis",
  "symbols": ["C", "C", "O", "C", "C", "N", "C", "C", "C", "C", "C", "C", "C", "O", "H", "H", "H", "H", "H", "H", "H", "H", "H", "H", "H", "H", "C", "C", "C", "C", "C", "C", "C", "C", "C", "H", "H", "H", "H", "H", "H", "H", "H", "H", "H", "H"],
  "positions_angstrom": [[4.45500, 1.49577, 1.02514], [3.02599, 1.87950, 1.28586], [2.16846, 1.10135, 0.41506], [0.86762, 1.41479, 0.64970], [-0.07091, 0.75554, -0.28820], [-1.31328, 1.03981, -0.10259], [-2.52889, 0.67854, -0.33244], [-3.63506, 1.41730, 0.22948], [-4.97289, 0.94254, 0.16106], [-6.00836, 1.71837, 0.67486], [-5.72659, 2.95934, 1.27281], [-4.40273, 3.41165, 1.38192], [-3.35906, 2.62359, 0.89573], [0.52764, 2.15035, 1.56701], [5.11623, 2.16182, 1.59127], [4.66584, 0.47296, 1.35128], [4.72077, 1.57467, -0.03325], [2.76489, 1.68167, 2.33476], [2.86889, 2.94492, 1.06774], [0.35723, 0.40572, -1.24859], [-2.77795, -0.20500, -0.93890], [-5.15947, -0.03713, -0.29408], [-7.04021, 1.35577, 0.61059], [-6.54319, 3.56267, 1.67379], [-4.17479, 4.37049, 1.84766], [-2.31939, 2.91482, 1.01511], [-0.96169, -2.00792, -0.61343], [0.40823, -1.78206, -0.09096], [0.63598, -1.71713, 1.37265], [1.50576, -2.08361, -0.95239], [2.84780, -2.17123, -0.47389], [3.86935, -2.63376, -1.29456], [3.61475, -2.94855, -2.63683], [2.33160, -2.75721, -3.16562], [1.30256, -2.30470, -2.34995], [-1.16542, -1.30021, -1.42432], [-1.08296, -3.00903, -1.05994], [-1.72496, -1.89195, 0.16363], [1.34708, -0.91719, 1.61747], [-0.29324, -1.52079, 1.91991], [1.06867, -2.65331, 1.76371], [3.05756, -1.91241, 0.56509], [4.87526, -2.75175, -0.88270], [4.42055, -3.30675, -3.27800], [2.12524, -2.97362, -4.21580], [0.31211, -2.14865, -2.77683]],
  "lumo_energy_ev": -1.413,
  "total_charge": 0,
  "total_energy_ev": -26695.1934,
  "e_homo_ha": -0.2400
}

(2)
{
  "formula": "C20H23NO4",
  "method": "the ωB97M-V functional and the def2-TZVPD basis",
  "symbols": ["C", "C", "C", "O", "C", "C", "C", "C", "C", "C", "C", "O", "O", "N", "C", "O", "C", "C", "C", "C", "C", "C", "C", "C", "C", "H", "H", "H", "H", "H", "H", "H", "H", "H", "H", "H", "H", "H", "H", "H", "H", "H", "H", "H", "H", "H", "H", "H"],
  "positions_angstrom": [[-7.33724, -0.80563, 1.43543], [-6.13263, -0.92275, 0.51163], [-5.92641, 0.36028, -0.29696], [-4.84368, 0.26944, -1.19846], [-3.56632, 0.36442, -0.73945], [-2.56800, 0.15918, -1.69453], [-1.23571, 0.24995, -1.35752], [-0.85485, 0.54480, -0.05155], [0.59793, 0.65456, 0.34821], [1.31147, 1.80406, -0.37858], [2.72110, 1.94559, 0.13923], [3.13521, 1.47679, 1.16755], [3.48860, 2.66761, -0.67946], [1.33544, -0.59466, 0.15322], [1.89248, -1.00676, -1.00669], [1.64360, -0.54511, -2.10046], [2.94103, -2.09777, -0.80401], [4.16567, -1.38500, -0.29597], [4.85547, -0.52590, -1.14400], [5.93386, 0.20276, -0.67778], [6.33693, 0.08100, 0.64200], [5.65715, -0.77411, 1.49069], [4.57437, -1.49901, 1.02539], [-1.84765, 0.74785, 0.89430], [-3.19001, 0.66219, 0.56550], [-7.20184, 0.01097, 2.14157], [-7.47347, -1.72591, 1.99738], [-8.24162, -0.61509, 0.86222], [-6.27469, -1.75053, -0.18558], [-5.23450, -1.13386, 1.09548], [-6.79842, 0.53730, -0.93355], [-5.80989, 1.22411, 0.36985], [-2.86951, -0.06945, -2.70440], [-0.48132, 0.07899, -2.10831], [0.64757, 0.85969, 1.42290], [0.77754, 2.74151, -0.21441], [1.35006, 1.61635, -1.45160], [4.39600, 2.71663, -0.33773], [1.71894, -0.99243, 0.99554], [3.13767, -2.56749, -1.76809], [2.59441, -2.84809, -0.09347], [4.52872, -0.42053, -2.16827], [6.45939, 0.87031, -1.34642], [7.17670, 0.65340, 1.00831], [5.96445, -0.87067, 2.52131], [4.04658, -2.16208, 1.69731], [-1.57665, 0.98050, 1.91484], [-3.92395, 0.83258, 1.33738]],
  "lumo_energy_ev": 0.745,
  "total_charge": 0,
  "total_energy_ev": -30794.6213,
  "smiles": "CCCOc1ccc([C@H](CC(=O)O)NC(=O)Cc2ccccc2)cc1",
  "e_homo_ha": -0.3066
}